Record 1
{"formula": "C17H58O12", "method": "ωB97M-V/def2-TZVPD", "e_lumo_ha": 0.0072, "e_tot_ev": -43132.745, "fmax_ev_per_a": 2.87, "e_above_lowest_kj_mol": 573.4, "gap_ev": 9.98, "smiles": "CCO.CCO.CCO.CCO.CCO.CO.CO.CO.CO.CO.CO.CO", "species": ["O", "O", "O", "O", "O", "O", "O", "O", "O", "O", "O", "O", "C", "C", "C", "C", "C", "C", "C", "C", "C", "C", "C", "C", "C", "C", "C", "C", "C", "H", "H", "H", "H", "H", "H", "H", "H", "H", "H", "H", "H", "H", "H", "H", "H", "H", "H", "H", "H", "H", "H", "H", "H", "H", "H", "H", "H", "H", "H", "H", "H", "H", "H", "H", "H", "H", "H", "H", "H", "H", "H", "H", "H", "H", "H", "H", "H", "H", "H", "H", "H", "H", "H", "H", "H", "H", "H"], "positions_angstrom": [[-1.2446, -3.9023, 1.2300], [-1.9527, 4.3054, -2.2084], [-2.9914, -2.9675, 2.8339], [3.1547, -2.2494, 0.2497], [3.1675, -2.3647, -2.6181], [-5.6046, -0.5921, -3.2965], [0.4855, -0.1582, 0.4221], [0.9870, 1.2593, -4.7243], [5.8281, 0.5472, 2.8475], [-2.2277, 1.8676, 2.3594], [2.5334, -3.4742, 3.3671], [1.6368, 4.9286, -1.9229], [-5.7660, -0.4679, -1.9113], [-1.0431, 1.9405, 3.1739], [-2.1978, 3.3382, -1.2237], [3.6831, 0.6644, 1.7684], [5.1821, 0.5413, 1.6021], [1.6943, 4.1332, -0.7534], [-3.0687, 4.0982, -0.2406], [1.2684, -2.8465, 3.4066], [1.8580, 2.6356, -1.1873], [4.2337, -3.1265, 0.0998], [-0.6158, -0.2903, -0.3913], [-0.1095, 0.4291, -5.1032], [-4.4187, -0.1246, -1.1959], [2.5389, -1.1287, -3.0631], [-0.0491, 2.7946, 2.4776], [-3.9094, -2.6763, 1.8076], [-1.1180, -5.2686, 1.5287], [5.1864, -2.6028, 0.1781], [1.5486, 1.4938, -5.4667], [3.2831, -2.3872, -1.6654], [3.0411, -0.2377, -2.6862], [-0.6389, 0.9337, 3.2790], [4.2514, -3.8252, 0.9362], [-0.3037, -0.5128, -1.4117], [-0.6335, 0.9465, -5.9069], [-1.3718, 3.9788, -2.8994], [-3.7898, -1.0085, -1.0893], [-1.9824, -5.5262, 2.1407], [1.1232, -2.3878, 4.3847], [-4.7587, 0.0800, -0.1807], [-6.1277, -1.4400, -1.5762], [-5.7472, 0.2227, -3.7837], [0.8255, 2.9142, 3.1170], [-0.5306, 3.7623, 2.3373], [0.9654, 2.3171, -1.7258], [5.5253, -0.2153, 3.3460], [-3.6234, -1.8632, 1.1405], [-4.0197, -3.5324, 1.1420], [-6.4457, 0.3551, -1.6904], [1.5281, -1.2566, -2.6759], [0.8622, -1.0412, 0.4127], [-1.1812, 3.2448, -0.8417], [-2.1721, -3.2543, 2.4239], [5.3789, -0.4147, 1.1170], [5.5505, 1.3607, 0.9849], [4.3244, -3.8314, -0.7265], [0.2641, -0.5419, -5.4280], [0.5038, -3.5885, 3.1765], [3.4139, 1.6710, 1.4483], [-1.2844, -1.0258, 0.0559], [-1.3234, -3.7766, 0.2815], [-1.1558, -5.8732, 0.6225], [-2.5865, 2.4189, -1.6619], [-3.1924, 3.3788, 0.5689], [2.5401, -4.2568, 3.9232], [-0.7073, 0.3617, -4.1942], [0.2215, 2.2727, 1.5597], [2.7846, 2.7633, -1.7469], [-2.6437, 5.0049, 0.1899], [3.1698, 0.0755, 1.0082], [-4.0116, 4.5548, -0.5415], [2.5164, -1.0881, -4.1521], [-3.8309, 0.7517, -1.4690], [-1.3347, 2.4048, 4.1160], [2.8876, -2.3555, 1.1657], [2.0857, 2.0029, -0.3294], [-1.1389, 0.6622, -0.4769], [-0.1763, -5.3687, 2.0683], [-3.0227, 1.9829, 2.8849], [0.8129, 4.3736, -0.1588], [-4.9036, -2.4898, 2.2135], [2.4476, 4.4395, -0.0276], [3.4577, 0.6394, 2.8345], [1.1505, -2.0342, 2.6894], [1.0538, 4.5227, -2.5687]], "forces_ev_per_a": [[0.5472, 0.7855, -1.0325], [-0.2139, 1.0805, -2.1507], [-0.8574, 0.6097, 0.8409], [-0.6507, 0.0228, -0.4863], [0.4895, 0.3870, -1.2318], [0.0118, -0.5881, -1.1794], [1.2692, 0.0374, 0.9030], [0.3091, 0.2306, 0.6066], [0.7671, 0.4992, 0.4972], [0.0344, -0.1047, -0.3604], [0.7939, 0.3712, -0.7657], [0.8713, 0.7323, 0.1087], [1.6928, 1.2213, -0.0905], [-1.0527, -0.1818, 0.0695], [0.7640, 2.1348, -0.0932], [0.0643, 1.5576, -0.9342], [-0.4106, -0.8061, -0.2166], [-1.2904, -1.0369, 0.1953], [-0.2202, -0.7961, 1.3195], [-0.5348, -0.2896, 0.5827], [0.5488, 2.0631, 1.3474], [1.9438, -1.3757, 1.6054], [-1.1442, 0.4989, -0.8163], [0.8453, 0.8058, -0.0836], [-1.2194, -0.7843, 1.0395], [-0.0006, -1.4711, 1.0444], [0.0816, 0.1228, 0.0796], [-0.0316, -0.6109, -0.3992], [-0.2477, -0.2913, 0.0903], [0.0541, 0.2588, -0.2662], [-0.1710, -0.1835, -0.1779], [-0.4601, 0.5984, -0.1928], [-0.1218, -0.0098, 0.1063], [-0.1354, -0.0978, 0.4340], [-0.0522, -0.0090, 0.3125], [-0.2172, -0.5102, -0.2202], [-0.4813, -0.3924, -0.0029], [0.0073, -0.1666, -0.0392], [0.1942, 0.0726, -0.3922], [0.1977, -0.3393, 0.2516], [-0.3411, -0.1020, 0.1081], [0.2311, 0.1062, 0.3983], [-0.1346, 0.2479, 0.3097], [-0.0012, 0.1199, 0.3611], [0.1680, 0.0402, -0.1361], [0.3476, 0.1031, -0.4618], [0.3758, -0.2554, -0.2402], [-0.0198, -0.0511, 0.0171], [0.1627, 0.4437, 0.2884], [-0.1182, -0.3574, -0.1383], [-0.4204, -0.2775, 0.1879], [-0.3030, 0.9406, -0.2375], [0.6045, 0.0498, 0.2477], [-0.2579, -1.1762, 1.0413], [0.0235, 0.1610, -0.3344], [0.3102, 0.0111, -0.3978], [0.3760, -0.1505, 0.2022], [-0.8963, 0.6617, -0.7578], [-0.3320, -0.1796, 0.0116], [-0.2960, 0.2489, 0.2132], [-0.1633, 0.3222, 0.3090], [-0.4214, -0.1414, -0.4560], [-0.0190, 0.1132, 0.0385], [0.2767, -0.1192, 0.1202], [-0.2434, -0.0673, 0.3768], [-0.5499, 0.3094, 0.3995], [-0.1725, 0.0903, 0.0299], [-0.2060, -0.2542, -0.3015], [0.1525, 0.4669, -0.2170], [-0.2576, -0.8375, -0.6912], [1.0733, -0.3229, -0.0999], [-0.3431, -0.5797, 0.8261], [-0.2975, -0.9807, -0.7961], [0.1467, -0.2620, 0.1392], [-0.3683, -0.1476, -0.6361], [0.2529, -0.3497, 0.3361], [-0.1973, 0.0965, 0.1347], [-0.3674, -0.1602, -0.1018], [-0.0664, 0.0519, 0.3711], [-0.0976, -0.5879, -0.0110], [0.1734, -0.0933, 0.1583], [-0.6422, -0.5622, -0.0342], [0.1935, 0.1830, 0.2329], [0.8095, 0.2071, -0.8119], [-0.6023, -0.7267, -0.2274], [0.5423, -0.1238, -0.2594], [-0.0589, -0.1538, 0.1857]]}

=====

Record 2
{"formula": "C21H21BrI2N7O4W", "method": "ωB97M-V/def2-TZVPD", "e_lumo_ha": [-0.4019, -0.4525], "charge": 3, "s2": 2.030, "e_tot_ev": -128774.589, "fmax_ev_per_a": 3.71, "e_above_lowest_kj_mol": 206.1, "gap_ev": [5.59, 4.22], "multiplicity": 3, "species": ["W", "I", "I", "Br", "O", "O", "O", "O", "N", "N", "N", "N", "N", "N", "N", "C", "C", "C", "C", "C", "C", "C", "C", "C", "C", "C", "C", "C", "C", "C", "C", "C", "C", "C", "C", "C", "H", "H", "H", "H", "H", "H", "H", "H", "H", "H", "H", "H", "H", "H", "H", "H", "H", "H", "H", "H", "H"], "positions_angstrom": [[-0.6010, 1.9311, 0.0641], [-0.8698, -0.6440, -0.7937], [-1.0308, 4.4723, 0.9110], [1.2341, -3.3508, 1.0895], [-0.1757, 1.2885, 1.7681], [4.3428, -1.1759, 1.2213], [-4.5488, 1.5906, 0.3306], [-2.4163, 1.5709, 0.8903], [-4.9688, 2.0572, -2.2230], [-2.8611, 2.0224, -1.1380], [-1.6108, 1.8115, -3.4483], [-3.3946, 1.7345, 0.0479], [1.6283, 1.5013, 0.1264], [-3.0063, 1.9394, -3.4203], [0.9235, -0.7710, 4.4298], [0.6845, 2.7390, -1.5376], [2.7381, -0.5836, 2.9375], [-1.0226, -6.5223, -0.2999], [0.6143, 0.5212, 2.5063], [-0.0583, -5.7862, 0.3505], [1.9507, 0.2449, 2.1147], [2.1574, -1.0774, 4.1046], [-1.9990, -5.9111, -1.0810], [2.0193, 3.8560, -3.2413], [0.7964, 3.6122, -2.6280], [-3.6545, 2.0202, -2.2551], [0.1281, -0.0071, 3.7338], [-1.0405, -3.8551, -0.5790], [-1.2445, 0.3011, 4.2120], [-2.0153, -4.5069, -1.2312], [3.1611, 2.4598, -1.6390], [-0.0579, -4.3825, 0.2100], [4.1559, -0.9911, 2.5984], [3.1884, 3.2723, -2.7605], [1.9244, 2.2226, -1.0528], [2.4467, 0.8727, 0.9087], [2.6877, -1.7324, 4.7842], [-5.4667, 2.0876, -1.3393], [-1.4400, 1.3718, 4.1607], [-1.0200, -7.5993, -0.1938], [-1.2211, 2.5850, -3.9837], [4.5854, -2.0868, 1.0227], [4.1313, 3.4793, -3.2464], [-3.5349, 1.9683, -4.2868], [0.6937, -6.2607, 0.9673], [-5.5142, 2.0388, -3.0728], [2.0679, 4.5135, -4.0981], [3.5106, 0.8107, 0.6995], [-1.9865, -0.2031, 3.5909], [4.8099, -0.1683, 2.9264], [-0.0741, 4.1433, -2.9961], [4.4328, -1.8698, 3.1837], [-1.3647, -0.0419, 5.2348], [-2.7668, -4.0192, -1.8314], [-1.3582, 0.9532, -3.9389], [-2.7615, -6.4930, -1.5793], [4.0719, 2.0464, -1.2304]], "forces_ev_per_a": [[3.6173, 0.7869, 0.2577], [0.0259, 0.4332, -0.1889], [0.1406, -1.1426, -0.6243], [-0.8397, -0.5784, -0.5580], [-0.9461, 0.2138, -0.5824], [-0.1705, -0.3340, -0.7312], [0.8462, 0.0336, 0.3283], [-2.1907, -0.0147, 0.3186], [-0.2209, 0.0670, 0.1363], [0.5829, 0.0933, 0.8542], [-0.0465, 0.0277, -0.4862], [0.1436, -0.0176, -0.7867], [-0.6305, 0.2632, -0.6133], [-0.0738, 0.0720, 0.1137], [-0.9859, -0.4825, 1.4611], [0.5029, -0.9422, 1.5081], [0.1431, -0.5352, -0.0344], [1.1857, -0.5024, 0.9426], [1.1520, -0.4048, 0.5328], [-0.0272, -0.9058, 0.0649], [-0.5386, 0.0730, 0.1026], [0.3726, 0.4997, -1.1547], [-0.7072, 0.5925, -0.5689], [-0.6703, -0.0737, 0.2055], [-0.4803, 0.2763, -0.3395], [0.1844, -0.2091, -0.3271], [0.1269, 0.6322, -0.9727], [-0.9938, 1.4252, -0.8594], [-0.1804, -0.0156, 0.0738], [-0.0054, 0.0132, -0.0291], [-0.1781, -0.0724, 0.1758], [1.5298, -0.1444, 1.1929], [0.1574, 0.7559, 0.7118], [0.2415, -0.2318, 0.2659], [-0.4627, 0.1327, -0.2579], [-0.6370, 0.1529, 0.0516], [0.1327, -0.0239, -0.0262], [0.1235, 0.0491, -0.2508], [-0.0427, 0.0170, 0.0137], [-0.0112, 0.0017, -0.0018], [-0.1069, -0.0663, 0.1233], [0.1473, 0.1339, 0.0715], [0.0334, 0.0037, -0.0252], [0.0240, 0.0412, 0.1334], [-0.0127, -0.0561, -0.0206], [0.0229, -0.0010, -0.0219], [-0.0346, 0.0644, 0.0285], [-0.0802, 0.1480, -0.2259], [-0.0616, 0.0139, -0.0468], [0.0534, -0.2451, -0.0398], [0.0073, -0.0299, -0.0078], [-0.0293, 0.0427, -0.0301], [0.0468, -0.0025, 0.0237], [-0.0740, 0.0667, -0.0627], [-0.1550, 0.0784, 0.2001], [-0.0151, -0.1608, -0.0085], [0.0649, -0.0127, -0.0100]]}

=====

Record 3
{"formula": "C2H5NO", "method": "ωB97M-V/def2-TZVPD", "e_lumo_ha": 0.0327, "e_tot_ev": -5690.675, "fmax_ev_per_a": 0.80, "e_above_lowest_kj_mol": 246.4, "gap_ev": 10.84, "smiles": "C=N.C=O", "species": ["O", "N", "C", "C", "H", "H", "H", "H", "H"], "positions_angstrom": [[-0.0395, 2.6463, 1.1415], [-1.0587, -0.6718, -1.1322], [0.0991, -1.1825, -1.0670], [0.3623, 1.5349, 1.3207], [0.2163, -2.2677, -1.0651], [0.0070, 0.6481, 0.7780], [1.1233, 1.3019, 2.0984], [0.9694, -0.5277, -1.0032], [-1.6793, -1.4815, -1.0710]], "forces_ev_per_a": [[-0.0813, 0.1289, -0.1636], [0.2016, -0.5643, 0.4579], [-0.1479, 0.1639, -0.0826], [0.3238, -0.4003, 0.5795], [0.4927, 0.0757, 0.1250], [-0.2582, 0.1867, -0.2599], [-0.0085, 0.2141, -0.0659], [0.0613, -0.2024, -0.2196], [-0.5835, 0.3976, -0.3708]]}

=====

Record 4
{"formula": "C5H12NS", "method": "ωB97M-V/def2-TZVPD", "e_lumo_ha": -0.1581, "charge": 1, "e_tot_ev": -17693.713, "fmax_ev_per_a": 5.09, "e_above_lowest_kj_mol": 479.9, "gap_ev": 9.65, "species": ["S", "N", "C", "C", "C", "C", "C", "H", "H", "H", "H", "H", "H", "H", "H", "H", "H", "H", "H"], "positions_angstrom": [[1.8983, -1.8886, -0.1707], [-0.6199, -0.6905, 0.2905], [0.6354, -0.8026, -0.5295], [0.0572, 1.7615, -0.4773], [-1.9361, -0.8226, -0.2898], [0.3748, 0.4779, 0.1800], [1.1951, 0.7073, 1.4351], [1.5089, -2.8988, -0.8402], [-2.7250, -1.3006, 0.4654], [-0.5954, -1.2739, 1.1360], [0.0233, -0.7972, -2.1996], [-1.9745, -1.4364, -1.2057], [0.6225, 1.4736, 2.0398], [-2.1857, 0.2213, -0.4480], [1.5198, -0.2522, 1.8799], [0.0895, 1.6032, -1.6149], [0.7936, 2.5773, -0.4865], [-0.8881, 2.2870, -0.1427], [2.2063, 1.0543, 0.9783]], "forces_ev_per_a": [[1.6230, 1.1871, 1.3960], [0.6490, -1.5749, 0.7282], [-2.6009, 0.9513, -4.2740], [-1.5146, 1.2790, -3.3523], [-2.6557, -0.0389, 0.6756], [1.3905, -0.8122, 0.9351], [1.2082, 0.1643, -0.9663], [-0.8786, -1.5809, -1.1747], [1.9938, 1.1740, -1.4085], [0.6852, 0.6813, -0.0215], [1.5796, 0.0676, 4.0305], [0.3576, 0.4733, 0.3700], [1.3113, -1.0250, -0.1945], [-0.9522, -0.1727, -0.6094], [-0.7524, 0.6530, 0.5682], [-0.9832, 0.0657, 1.4403], [0.4102, -0.7067, 1.1354], [0.8315, -0.9763, -0.4134], [-1.7024, 0.1909, 1.1352]]}